Below is C23H39N3O3 in the gas phase, with properties calculated with ωB97M-V with the def2-TZVPD basis set.

Values from the calculation:
* energy: -35098.3663 eV
* energy relative to the best compared isomer or geometry (same formula, charge and spin): 0.170 eV
* lowest unoccupied orbital energy: 0.0183 Ha
* SMILES string: O=C(NC[C@@H]1CCCO1)C1CCN(C2CCN(C(=O)CC3CCCC3)CC2)CC1
* Kohn-Sham gap: 0.32748 Ha
* E_HOMO: -8.41 eV
* total charge: 0

CARTESIAN COORDINATES (ANGSTROEM)
O 3.903 0.066 -2.461
C 4.079 -0.478 -1.389
N 4.485 0.217 -0.296
C 4.363 1.655 -0.262
C 2.924 2.065 0.098
C 2.748 3.586 0.224
C 1.906 3.737 1.490
C 2.364 2.525 2.297
O 2.540 1.491 1.349
C 3.923 -1.991 -1.230
C 2.657 -2.415 -1.982
C 1.426 -1.904 -1.237
N 1.373 -2.480 0.095
C 0.116 -2.293 0.803
C -1.001 -3.161 0.217
C -2.245 -3.048 1.097
N -2.673 -1.666 1.197
C -3.876 -1.311 0.685
O -4.617 -2.137 0.181
C -4.286 0.149 0.759
C -3.672 0.969 -0.385
C -4.175 0.492 -1.762
C -5.112 1.593 -2.256
C -4.471 2.862 -1.705
C -4.076 2.455 -0.287
C -1.659 -0.801 1.752
C -0.394 -0.844 0.891
C 2.525 -2.061 0.875
C 3.814 -2.527 0.197
H 4.456 -0.233 0.604
H 4.605 2.040 -1.254
H 5.066 2.050 0.475
H 2.254 1.642 -0.662
H 2.272 4.012 -0.655
H 3.722 4.060 0.357
H 2.079 4.675 2.010
H 0.845 3.647 1.255
H 1.634 2.180 3.032
H 3.313 2.737 2.809
H 4.797 -2.436 -1.721
H 2.672 -1.995 -2.988
H 2.613 -3.503 -2.048
H 0.529 -2.198 -1.783
H 1.471 -0.802 -1.206
H 0.299 -2.647 1.827
H -0.673 -4.199 0.166
H -1.256 -2.830 -0.790
H -3.074 -3.617 0.674
H -2.028 -3.424 2.104
H -5.372 0.169 0.656
H -4.028 0.584 1.726
H -2.584 0.878 -0.340
H -3.335 0.389 -2.452
H -4.673 -0.474 -1.692
H -6.106 1.464 -1.825
H -5.207 1.603 -3.341
H -3.583 3.111 -2.289
H -5.143 3.719 -1.719
H -3.271 3.073 0.112
H -4.938 2.560 0.374
H -2.023 0.221 1.831
H -1.417 -1.158 2.763
H 0.368 -0.193 1.324
H -0.631 -0.481 -0.111
H 2.456 -2.528 1.862
H 2.536 -0.968 1.019
H 3.786 -3.617 0.137
H 4.682 -2.257 0.802

Mulliken atomic charge list, values in e, 6 entries: number 1, O, carries -0.68; number 2, C, carries 0.05; number 3, N, carries -0.08; number 4, C, carries -1.40; number 5, C, carries 0.71; number 6, C, carries -0.84